Record 1
Computed, not measured: C50H32CoN6 as an isolated structure, with wB97M-V/def2-TZVPD.

spin multiplicity: 2
strongest force on any atom: 0.366 eV/Å
lowest unoccupied orbital energy (spin up / spin down): -1.16 / -1.15 eV
E_HOMO (spin up / spin down): -6.602 / -6.618 eV

CARTESIAN COORDINATES (ANGSTROEM)
Co 0.356507 0.034204 0.222282
N -1.516959 -0.115916 -1.122158
N -4.116489 3.342515 -3.181452
N -0.619687 0.891009 1.647431
N 0.054700 -1.698614 1.041552
N 1.542571 -0.778624 -1.073372
N 0.849733 1.806393 -0.412565
C -4.309747 4.883749 0.690738
C -2.031189 4.090602 0.326329
C -3.602834 -1.183992 -1.597254
C 1.513456 -2.083247 -1.483880
C -0.211909 -0.881974 5.673981
C 4.942573 3.038859 -4.310851
C -0.444814 -1.236992 6.996146
C 2.986241 -1.067738 -2.832376
C -0.979388 3.074888 0.600948
C -1.506055 -2.073731 7.316332
C -0.869383 0.367547 2.891061
C 6.335345 1.590244 -2.996654
C -0.384085 -1.956436 2.303744
C -2.336436 -2.541620 6.308139
C -1.991885 0.995167 -1.677335
C 5.223591 1.177710 -2.275275
C -1.736960 2.437969 2.929473
C 0.255751 -2.916592 0.441525
C 3.957837 1.694300 -2.558676
C 0.964770 -4.505532 -1.331911
C -2.945337 5.961743 -0.938313
C -1.518616 1.364111 3.713930
C -1.034773 -1.356180 4.650490
C -0.456340 -3.378056 2.517521
C 2.179076 3.553731 -1.095035
C 2.380327 -2.259604 -2.620498
C 0.872094 -3.111668 -0.796096
C 3.831865 2.629085 -3.585197
C -0.177116 -5.167582 -1.781539
C -1.149961 2.139666 1.636938
C -3.282260 1.096268 -2.185996
C -1.920683 5.066803 -0.676434
C 2.264440 -6.477841 -1.844383
C -3.286171 3.985317 0.949334
C -4.106841 -0.019410 -2.144998
C -4.138255 5.896694 -0.237976
C 2.186677 -5.175468 -1.368084
C -0.100192 -6.469666 -2.260530
C -2.312614 -1.184240 -1.091857
C 6.196844 2.521181 -4.019551
C -2.103419 -2.183889 4.986370
C -0.095075 -3.973011 1.354584
C -3.743921 2.348011 -2.741197
C 2.007268 2.123792 -1.082888
C 2.448836 -0.149423 -1.861878
C 0.224680 2.981288 -0.134734
C -0.738451 -0.965340 3.238858
C 1.121790 -7.127133 -2.292568
C 2.777129 1.217067 -1.783756
C 1.065919 4.086841 -0.547551
H -4.202992 -2.082564 -1.547057
H 7.061837 2.836904 -4.589777
H -1.790437 1.234441 4.750746
H 0.206749 -0.863249 7.775844
H -3.477600 3.158136 1.617251
H -2.772486 -2.530585 4.206417
H 7.311754 1.184733 -2.758099
H -1.901628 -2.071063 -0.625573
H 2.850345 3.023125 -3.824660
H -0.030465 -5.029416 1.138806
H -2.821960 6.696434 -1.724506
H -0.743485 -3.861713 3.438583
H -1.129909 -4.649942 -1.754443
H 3.219782 -6.989349 -1.859365
H -4.939676 6.593494 -0.448529
H 3.045206 4.081241 -1.463467
H 2.509587 -3.181658 -3.165856
H -3.174232 -3.184082 6.551394
H -5.115352 0.034522 -2.534600
H 4.824756 3.760241 -5.111699
H 3.703733 -0.817094 -3.598431
H 3.075564 -4.669022 -1.009612
H -5.261328 4.767583 1.195462
H 0.619291 -0.233602 5.421062
H -1.687271 -2.355369 8.346574
H -1.320079 1.843840 -1.728543
H 1.183078 -8.142017 -2.665773
H -2.184125 3.376692 3.214223
H -0.995549 -6.969424 -2.610116
H -1.048506 5.098412 -1.302276
H 5.330414 0.453820 -1.474647
H 0.882809 5.129297 -0.352222

Forces on the atoms, in the same order (eV/Å):
0.0 0.0 -0.1
-0.1 0.1 0.0
0.0 -0.1 0.0
0.0 0.2 0.3
-0.1 -0.3 0.0
0.2 -0.1 -0.2
-0.1 0.3 0.0
0.0 -0.1 0.0
0.0 0.0 0.0
-0.1 0.0 0.0
0.1 -0.1 0.0
0.0 -0.1 0.0
0.0 0.0 0.0
0.0 0.0 -0.1
0.0 0.1 0.0
-0.1 0.1 0.0
0.0 0.0 0.0
-0.2 -0.2 0.0
0.0 0.0 0.0
0.1 0.0 0.0
0.0 0.0 0.0
0.2 0.1 -0.1
0.0 0.0 0.0
0.0 0.0 0.0
0.1 -0.1 0.0
0.0 -0.1 0.0
0.0 0.0 0.1
0.0 0.0 0.0
0.0 -0.1 0.1
0.1 0.0 0.0
0.0 0.0 0.1
0.1 0.0 0.0
-0.1 -0.1 0.1
-0.1 0.0 0.0
0.0 0.0 0.0
0.0 0.0 0.0
0.0 0.0 -0.1
0.0 0.2 -0.1
0.0 -0.1 0.1
0.0 0.0 0.0
0.0 0.0 0.0
-0.1 -0.1 0.0
0.0 0.0 0.0
0.0 0.0 0.0
0.0 0.1 0.0
0.0 0.0 0.1
0.0 0.0 0.0
-0.1 0.0 0.0
0.0 0.1 -0.1
0.1 -0.1 0.1
0.1 0.0 -0.1
0.1 0.0 0.0
0.1 0.0 0.0
0.0 0.0 0.1
0.0 0.0 0.0
0.0 0.0 -0.1
-0.2 -0.1 -0.1
0.0 0.0 0.0
0.0 0.0 0.0
0.0 0.0 -0.1
0.0 0.0 0.0
-0.1 0.1 -0.1
0.1 0.0 0.0
0.0 0.0 0.0
0.0 0.0 0.0
0.0 0.0 0.0
0.0 0.1 0.0
0.0 0.0 0.0
0.0 0.1 -0.1
0.0 0.0 0.0
0.0 0.0 0.0
0.0 0.0 0.0
0.0 -0.1 0.0
0.0 0.1 0.0
0.0 0.0 0.0
0.0 0.0 0.0
0.0 0.0 0.0
0.0 0.0 0.1
0.0 0.0 0.0
0.0 0.0 0.0
0.0 0.0 0.0
0.0 0.0 0.0
0.0 -0.1 0.0
0.0 0.0 0.0
0.1 -0.1 0.0
0.0 0.0 0.0
0.2 0.1 -0.1
0.0 0.0 -0.1
-0.1 0.0 0.0



Record 2
Computed, not measured: C4H11ClI2O2PRe as an isolated structure, with wB97M-V/def2-TZVPD.

net charge: +3
spin multiplicity: 4
strongest force on any atom: 10.811 eV/Å
lowest unoccupied orbital energy (spin up / spin down): -15.38 / -14.73 eV
E_HOMO (spin up / spin down): -20.778 / -20.561 eV

CARTESIAN COORDINATES (ANGSTROEM)
Re 0.113528 0.083320 1.515323
I 1.967045 -4.598733 0.120048
I -0.612543 -4.757545 0.760982
Cl 2.445050 0.113291 1.502770
P 0.069355 0.599807 -0.585914
O -3.010813 0.013208 1.756011
O 0.079896 -0.399665 3.550637
C -1.529143 0.811141 -1.490998
C 0.947133 2.179862 -1.002991
C 0.959529 -0.608250 -1.673794
C -1.797483 0.039483 1.680771
H -2.100165 -0.123816 -1.419135
H -0.421929 0.302873 3.995967
H 0.408558 3.012437 -0.532630
H -2.110184 1.603176 -1.000363
H -1.386802 1.068545 -2.548704
H -0.417039 -1.230845 3.625619
H 1.024777 -0.269427 -2.715841
H 0.434955 -1.570495 -1.628759
H 1.952154 2.122616 -0.565583
H 1.967002 -0.742925 -1.259198
H 1.017109 2.351951 -2.084213

Forces on the atoms, in the same order (eV/Å):
5.9 -0.8 4.5
-1.2 -0.3 0.3
1.3 -0.2 -0.4
-1.5 0.0 -0.1
-0.6 2.2 -8.5
8.2 0.2 -0.4
-0.8 -0.1 0.0
-0.6 -0.2 0.7
0.2 0.3 1.2
0.2 -0.7 0.9
-10.8 -0.1 0.0
0.1 0.2 -0.1
0.0 0.0 1.0
0.2 -0.1 -0.2
0.1 -0.1 -0.2
0.3 -0.1 0.3
0.0 -0.2 0.9
-0.3 0.2 0.4
0.1 0.1 -0.2
-0.2 0.1 -0.2
-0.1 0.0 -0.2
-0.3 -0.4 0.2



Record 3
Computed, not measured: C18H25AlN4OSSb as an isolated structure, with wB97M-V/def2-TZVPD.

net charge: +1
spin multiplicity: 1
strongest force on any atom: 0.527 eV/Å
lowest unoccupied orbital energy: -4.18 eV
E_HOMO: -11.868 eV

CARTESIAN COORDINATES (ANGSTROEM)
Sb -1.920912 2.731636 -0.939397
S 0.311037 2.177764 3.068644
Al 0.156928 0.868142 0.116420
O -0.608604 1.431104 3.914216
N 1.361431 -0.805602 0.551040
N -6.003754 -3.082648 1.030724
N 0.421827 1.825737 1.648709
N -1.508241 -0.256684 0.401673
C 2.543354 0.441382 -1.186783
C 2.228728 1.862190 -3.537679
C -3.241707 -1.605203 -0.530485
C -3.741384 2.747579 0.162036
C -3.238215 -1.080556 1.813245
C 3.584793 0.492488 -2.099663
C 2.692225 -0.267610 0.138143
C -2.076593 -0.357016 1.612654
C 1.190635 1.793699 -2.615092
C -2.745599 2.093651 -2.798519
C -1.720694 4.803899 -1.321177
C 1.413124 -1.245560 1.961053
C 1.044189 -1.978040 -0.293991
C -5.041730 -2.471660 0.897485
C -3.829070 -1.711176 0.727912
C -2.083237 -0.871351 -0.645890
C 3.423717 1.208017 -3.279292
C 1.319968 1.082898 -1.425727
H 0.487378 -1.761471 2.213142
H -0.860948 4.994437 -1.959845
H 0.100059 -2.415591 0.025974
H 0.269659 2.316846 -2.852915
H -3.427861 2.861427 -3.161097
H -3.309798 1.173481 -2.647383
H 4.231484 1.253595 -3.997771
H -3.582059 3.115729 1.173883
H 1.828525 -2.731338 -0.184856
H 0.985298 -1.681949 -1.339641
H 4.519869 -0.015851 -1.894680
H -2.628861 5.150053 -1.811822
H 3.424623 -1.079221 0.110238
H -3.678028 -2.082829 -1.395600
H -1.590633 0.153934 2.435979
H 2.106360 2.419258 -4.457201
H -1.585107 5.333421 -0.380253
H 2.247098 -1.936131 2.109520
H -4.155604 1.740213 0.211772
H -4.452124 3.395683 -0.348990
H -1.969554 1.918160 -3.540308
H 3.004075 0.433468 0.917098
H -3.669603 -1.144189 2.801853
H 1.537295 -0.392185 2.620405
H -1.592291 -0.757941 -1.606021

Forces on the atoms, in the same order (eV/Å):
0.2 -0.1 0.1
0.0 0.3 0.5
-0.1 -0.1 0.2
0.0 -0.1 -0.1
0.1 0.1 0.2
0.0 0.0 0.0
0.1 -0.1 -0.4
0.1 0.0 -0.1
0.1 0.0 0.0
0.0 0.0 0.0
0.0 0.0 0.0
-0.1 0.0 0.0
0.0 0.0 0.0
0.0 0.0 0.0
-0.2 0.0 0.1
0.0 -0.1 0.0
0.0 0.0 -0.1
-0.1 0.0 0.0
0.0 0.1 0.0
0.0 -0.1 -0.1
0.0 0.0 0.1
0.1 0.1 0.0
-0.2 -0.1 0.0
0.0 0.0 -0.1
0.0 0.0 0.0
-0.1 -0.1 -0.1
0.0 0.0 0.0
0.0 0.0 0.0
0.0 0.0 0.0
0.0 0.0 0.0
0.0 0.0 0.0
0.0 0.0 0.0
0.0 0.0 0.0
0.0 0.0 0.0
0.0 0.0 0.0
0.0 0.0 0.0
0.0 0.0 0.0
0.0 0.1 0.0
0.0 0.0 -0.1
0.0 0.0 0.0
0.0 0.0 0.0
0.0 0.0 0.0
0.0 0.0 0.0
0.0 0.0 0.0
0.0 0.0 0.0
0.0 0.0 0.0
0.0 0.0 0.0
0.0 0.0 0.0
0.0 0.0 0.0
0.0 0.0 0.0
0.0 0.0 0.0



Copy entry 2 word for word.
Computed, not measured: C4H11ClI2O2PRe as an isolated structure, with wB97M-V/def2-TZVPD.

net charge: +3
spin multiplicity: 4
strongest force on any atom: 10.811 eV/Å
lowest unoccupied orbital energy (spin up / spin down): -15.38 / -14.73 eV
E_HOMO (spin up / spin down): -20.778 / -20.561 eV

CARTESIAN COORDINATES (ANGSTROEM)
Re 0.113528 0.083320 1.515323
I 1.967045 -4.598733 0.120048
I -0.612543 -4.757545 0.760982
Cl 2.445050 0.113291 1.502770
P 0.069355 0.599807 -0.585914
O -3.010813 0.013208 1.756011
O 0.079896 -0.399665 3.550637
C -1.529143 0.811141 -1.490998
C 0.947133 2.179862 -1.002991
C 0.959529 -0.608250 -1.673794
C -1.797483 0.039483 1.680771
H -2.100165 -0.123816 -1.419135
H -0.421929 0.302873 3.995967
H 0.408558 3.012437 -0.532630
H -2.110184 1.603176 -1.000363
H -1.386802 1.068545 -2.548704
H -0.417039 -1.230845 3.625619
H 1.024777 -0.269427 -2.715841
H 0.434955 -1.570495 -1.628759
H 1.952154 2.122616 -0.565583
H 1.967002 -0.742925 -1.259198
H 1.017109 2.351951 -2.084213

Forces on the atoms, in the same order (eV/Å):
5.9 -0.8 4.5
-1.2 -0.3 0.3
1.3 -0.2 -0.4
-1.5 0.0 -0.1
-0.6 2.2 -8.5
8.2 0.2 -0.4
-0.8 -0.1 0.0
-0.6 -0.2 0.7
0.2 0.3 1.2
0.2 -0.7 0.9
-10.8 -0.1 0.0
0.1 0.2 -0.1
0.0 0.0 1.0
0.2 -0.1 -0.2
0.1 -0.1 -0.2
0.3 -0.1 0.3
0.0 -0.2 0.9
-0.3 0.2 0.4
0.1 0.1 -0.2
-0.2 0.1 -0.2
-0.1 0.0 -0.2
-0.3 -0.4 0.2



- Among the records above, which one has the lowest spin multiplicity?
  C18H25AlN4OSSb